A molecular structure, C40H40ClIN2OP3RuSe2 in a non-equilibrium geometry. Source: the Open Molecules 2025 dataset; level of theory: ωB97M-V/def2-TZVPD.

For the relative energy (zero: lowest compared OMol25 entry of this formula, charge and spin), the calculation gives 0.959 eV. The calculation puts the HOMO-LUMO gap (spin up / spin down) at 6.55 / 6.47 eV. The HOMO energy (spin up / spin down) comes out at -6.68 / -7.01 eV. Its expectation value of S² is 0.766. Its charge is 0. The multiplicity is 2. The energy is -228924.4085 eV.

CARTESIAN COORDINATES (ANGSTROEM)
C -2.65915 -3.84213 4.39974
H -8.22486 0.77461 0.88608
P 0.18033 3.03597 0.25079
H 1.18573 3.22227 2.42252
H 2.50401 -0.55451 5.98793
C 1.05229 -1.01604 4.47632
C -2.41348 2.95581 -0.72387
C -1.28957 3.94686 -0.44172
H 2.46774 3.83800 -0.03712
H 1.68514 3.59237 -1.60925
H -3.54264 -0.08738 4.48979
C -3.30624 -1.14526 4.46124
C 3.21087 -1.22205 2.74487
C 3.42646 -5.11636 0.69214
C -1.05379 2.14526 -3.04756
P -1.64081 1.45368 -1.45026
N 1.57070 0.65006 -1.52466
H -3.17622 3.35896 -1.39337
N 0.93294 -1.13300 0.01839
C 1.91841 -1.41334 2.26214
C -3.10999 0.55144 -2.03628
H -2.39675 -4.89160 4.37454
H -0.09638 2.65427 -2.94533
C 2.43782 -2.94465 0.32733
P -2.80840 -0.71547 1.76500
C -5.02598 1.00046 1.96844
C 0.33793 3.70082 1.93667
C -6.70539 -0.70484 0.56250
C 4.25603 1.64633 0.68288
H 0.38921 -0.21543 -2.94714
H -0.96657 4.41590 -1.37428
H -2.26651 -3.54017 2.30460
C 0.84775 -1.31979 3.13826
H -1.59265 4.75043 0.23096
C 3.69761 0.33617 -3.28207
H -0.14647 -1.50594 2.76044
H -4.99093 -1.98694 0.37654
H 3.65008 -5.94027 1.35825
H -7.35626 -1.36893 0.00893
H 1.25282 4.99228 -0.60993
C -3.05207 -3.24944 5.58951
C 1.67716 -1.75130 0.82434
H 4.05408 -1.31166 2.06873
I 4.50572 2.36052 2.61915
C 3.53178 -4.10645 -1.48199
H -3.67788 -1.43196 6.54884
H -0.94666 1.36465 -3.79955
H -2.89461 2.63874 0.20288
C -4.53770 -0.20676 1.48070
C 1.38726 0.13290 -2.71736
C 2.74686 -4.00648 1.17328
C 2.96797 1.31815 0.27143
H -4.36203 1.67384 2.49785
H 0.20257 -0.94793 5.14572
C 5.21507 1.14787 -1.46845
C -2.91478 -1.74152 3.26455
H -0.56848 3.52286 2.51452
C 3.93845 0.81107 -1.97566
H -3.10006 -3.83650 6.49750
H 0.50656 4.77762 1.87201
Se -1.57909 1.03114 2.17648
H -2.83542 -0.37744 -2.53309
Cl 6.61097 1.02900 -2.49673
H -6.72642 2.29135 2.13914
H -3.65206 1.19807 -2.73009
H 4.42426 -0.73371 4.43889
C -7.19211 0.49863 1.05528
H 2.21538 -0.43573 -4.61854
H 4.36399 -6.02922 -1.00838
H 6.34211 1.82572 0.19467
H 2.44921 -3.96395 2.21373
H -1.80359 2.85459 -3.40110
C -3.37657 -1.89849 5.62000
C 3.41793 -0.90397 4.07700
C -2.58947 -3.08961 3.23562
C 3.82335 -5.16858 -0.63546
H -3.74974 0.30109 -1.19087
C 2.42904 -0.02434 -3.64237
H 2.60047 -2.17445 -1.65705
C -6.35199 1.35005 1.75787
C 2.82975 0.93211 -1.10851
Se -1.94264 -1.74173 0.12184
C 2.84037 -3.00618 -1.00464
H 4.52600 0.23306 -3.96887
Ru 0.00843 0.69544 0.02244
H 3.84880 -4.13643 -2.51718
C 2.33872 -0.79916 4.94587
C 5.36052 1.56271 -0.17535
O 1.93454 1.38232 1.03792
C -5.38176 -1.05710 0.77298
C 1.53331 3.93774 -0.58672

=====

A molecular structure, C40H40DyN2OP in a non-equilibrium geometry. Source: the Open Molecules 2025 dataset; level of theory: ωB97M-V/def2-TZVPD.

The calculation puts the HOMO-LUMO gap (spin up / spin down) at 6.14 / 6.15 eV. The HOMO energy (spin up / spin down) comes out at -5.96 / -5.96 eV. Its expectation value of S² is 9.355. Its charge is 0. The multiplicity is 6. The energy is -80528.3970 eV.

CARTESIAN COORDINATES (ANGSTROEM)
H 2.36001 0.23914 -3.05165
H 2.88771 -0.21415 1.26449
H -0.15228 3.27240 -4.07114
H -2.80765 -2.57557 5.87321
C 0.78430 0.49290 -5.79858
H -3.61246 -0.95284 -4.07822
C 2.16856 2.37131 -5.16311
H -0.63741 3.29549 2.43241
P -0.38974 0.57316 2.91805
C 3.31034 1.60993 -5.44946
H -0.57979 5.34460 3.84873
C 0.90324 1.78623 -5.28550
C -1.36430 -2.83684 0.47634
H -3.37376 -2.55466 -0.46033
C -0.19714 -2.89436 -1.50127
N -0.43470 0.97985 1.41003
H -1.60395 -2.88611 1.53901
C 2.50526 -0.50170 -0.92820
C -2.28965 -2.62048 -0.56580
C -0.09948 2.98613 6.27014
H -0.78925 -1.34419 5.15061
H -2.00287 1.02108 -4.76331
H 2.24990 -3.59675 3.43290
H -0.85753 2.94687 -5.68350
C 1.92349 -0.28356 -6.03755
H 1.80290 -1.32612 -6.33697
C -0.26646 4.25167 5.69215
H -1.58562 -1.57367 -5.12415
C -1.23215 -2.13657 -4.25004
H -2.98229 0.31893 1.81833
H 0.07637 0.86144 5.92960
C -4.13336 -0.92480 3.19300
C -1.72724 -1.22837 4.59869
C -2.98585 -0.27802 2.73435
N -1.28569 1.50144 -4.19202
C 2.54484 1.77347 -1.42401
C -4.06732 -1.77146 4.30338
H -0.13538 -2.08368 -4.23968
H -3.79485 -2.54109 -3.28525
H -3.88523 -1.03339 -2.31993
C -1.79416 -0.41508 3.45976
H 0.57866 -3.01824 -2.25767
C -2.86871 -1.92214 5.00456
H -1.52889 -3.19080 -4.38416
C 2.71576 0.22671 0.28353
C 2.19304 0.27555 3.80205
C 2.41791 0.45841 -1.98809
C -0.49803 3.22457 3.51183
H 2.22298 3.40392 -4.79643
C -1.89112 -1.63079 -2.97071
C 3.19294 0.28226 -5.88038
H 4.33191 -2.36048 4.05754
C -0.06611 -2.99495 -0.09800
H 4.24260 0.11832 4.41495
H 2.87388 2.45351 0.68834
H -0.21439 0.07575 -5.95258
C 3.36740 -0.43166 4.06110
C -0.32645 1.96270 4.08987
C -3.39069 -1.52250 -3.16692
C 1.04653 -0.42003 3.38844
C -0.10483 1.83707 5.47227
O -0.42590 1.90179 -2.13324
H -0.16180 -0.66688 -2.32292
H 0.04416 2.89766 7.34698
C -1.23328 -0.31419 -2.41059
H 0.86302 -3.19702 0.43316
H 2.61272 2.69887 -1.99663
C 2.72624 1.63249 -0.01991
C -0.35658 2.48984 -4.81608
H 2.53136 -1.58859 -1.05007
C 2.24350 -2.51249 3.50623
H -4.95556 -2.31009 4.63075
C -1.55521 -2.53157 -1.79025
H 2.15938 1.36155 3.92853
C -0.45961 4.36722 4.31249
Dy 0.35290 0.81166 -0.51270
H -1.75749 -0.16957 -1.43018
H -5.07725 -0.76582 2.67658
H -0.24624 5.14604 6.31926
H 4.29780 2.05799 -5.31715
C 1.06355 -1.81572 3.24825
H 0.15759 -2.35215 2.95653
C -1.05784 1.10043 -2.95674
C 3.40203 -1.81885 3.87891
H 4.08879 -0.30241 -6.09624

=====

A molecular structure, C40H40I2LaN6O2S4SbSi in a non-equilibrium geometry. Source: the Open Molecules 2025 dataset; level of theory: ωB97M-V/def2-TZVPD.

For the relative energy (zero: lowest compared OMol25 entry of this formula, charge and spin), the calculation gives 0.139 eV. The calculation puts the HOMO-LUMO gap at 5.99 eV. The HOMO energy comes out at -2.64 eV. Its charge is -2. The energy is -129988.2485 eV.

CARTESIAN COORDINATES (ANGSTROEM)
H 0.46869 1.34145 -1.28022
H 6.18400 -2.57241 -1.36855
H -1.81134 3.17410 3.51409
S 0.06990 -5.52747 -5.69189
H -2.41351 -1.03621 -0.96780
N 3.09484 -2.75066 -0.13757
S 0.84608 -4.52223 -1.83328
C -0.15195 2.58301 2.37016
Si -1.90082 1.95539 -1.28639
H -0.29335 3.49932 4.37618
O 1.79024 -0.53379 1.55491
C -4.65154 -0.59896 -3.10045
H -4.85831 2.19045 -0.39697
H 4.37687 1.52648 -1.68571
H -6.78460 -0.78704 -2.83644
H 0.01072 1.34650 5.08521
S -2.75800 -4.57481 -2.96402
C 6.03724 2.80321 1.52558
C 4.53290 -4.09627 1.19741
C 4.89739 1.89154 -0.80595
H -2.02979 0.01934 1.53073
I 2.03115 -1.48052 -4.50181
C -3.83756 -2.04795 0.24285
C -4.00069 -2.97648 1.23407
C -2.08380 3.64238 -2.17357
C -0.30730 -3.79442 1.78906
H 0.00172 0.06992 3.06696
H -4.60470 -1.42725 -3.78448
H -3.85314 3.08817 -3.26380
H 2.99955 -5.21910 3.02511
N 0.85237 -3.39632 1.22208
H -0.60695 6.66869 -2.48986
H 6.42571 2.93202 -1.80689
H -1.46751 3.64496 0.53760
N -1.01131 1.79474 1.46413
H -2.53107 -0.19024 -3.13512
H -4.96757 -3.21699 1.62010
S -0.39829 -1.91900 -3.84593
N 3.24516 0.60560 0.46295
C -3.29929 5.07140 -3.73125
C 4.36422 1.51269 0.41799
La 0.89209 -1.45785 -0.88129
H 3.92069 -1.72026 -1.73307
C 6.62901 3.13223 0.31046
C -2.37782 6.08648 -3.56082
C -0.80543 2.79636 3.72860
C 0.85883 -5.29478 3.24920
H 6.48726 3.14169 2.42820
H 0.80643 2.05687 2.51887
C -4.79766 1.43600 -1.19490
N -1.42029 -2.28154 0.30793
C -1.80170 0.84487 2.21089
H -4.65479 -1.55185 -0.26456
Sb -0.57937 -4.52824 -3.74109
C -0.89517 1.44642 4.44993
C -0.98597 0.33276 3.41469
C -3.54718 1.09836 -1.72716
H -1.27631 -5.08246 3.22823
I 5.57236 -1.00630 -4.44213
C 4.11266 -2.40028 -0.88663
N 2.77921 0.25079 1.60647
H -0.42688 0.57152 -2.64892
C -0.34466 -4.77744 2.79213
H -2.76358 1.30111 2.52084
O 2.66674 0.23948 -0.66624
C -0.45958 0.82013 -1.57786
C 6.03265 2.69337 -0.83597
H -2.92671 -4.33303 2.51442
H -6.88823 1.01433 -1.12042
H -2.88126 2.68442 0.94935
H 7.50870 3.76918 0.27430
H -0.35571 4.54321 -1.32332
C -3.15071 3.86805 -3.05548
H -1.44658 -0.56421 3.82892
C -1.34389 5.87871 -2.66291
C -2.54747 -1.77166 -0.20402
H -4.10332 5.20678 -4.44603
C -1.84839 2.61972 0.54259
H 4.67507 -4.79731 2.03822
H 4.50864 1.66541 2.56080
C 2.04411 -4.86979 2.70406
C 4.94924 1.96397 1.62159
C 3.25814 -3.55250 0.92137
C -1.57066 -3.21468 1.26122
C 2.00061 -3.94293 1.64475
C -2.83399 -3.57923 1.74951
C -3.51448 0.08318 -2.72786
C -1.18712 4.69404 -1.98087
H 6.60142 -4.05854 0.62584
C 5.58848 -3.71046 0.39802
H -1.78193 1.39909 5.09561
C 5.39417 -2.86871 -0.66944
H -2.48508 7.00991 -4.12996
C -5.94923 0.79397 -1.59512
H 0.10640 3.51051 1.91000
C -5.89379 -0.25150 -2.52937
H 0.84563 -6.03054 4.04922